No. 1
Here is C21H51N2NbO10PS5 as an isolated structure at a distorted geometry from OMol25. Energies are from ωB97M-V with the def2-TZVPD basis set.

XYZ file:
```
91
Properties=species:S:1:pos:R:3:forces:R:3:mulliken_charge:R:1
N 4.488 -4.084 -0.736 0.168 0.255 -0.087 -0.636
P 5.172 -2.917 -1.623 -0.220 -0.348 -0.122 0.182
Nb 3.598 -0.835 -1.663 -3.150 0.166 0.893 -0.805
C 1.975 -2.291 -2.431 0.608 -0.481 -0.090 -0.817
N 0.678 -1.954 -1.756 0.619 -0.343 -0.366 -0.609
H 5.121 -4.359 0.006 -0.078 -0.073 0.101 0.160
H 5.301 -3.372 -2.974 0.751 0.003 0.120 -0.036
H 6.481 -2.600 -1.135 -0.031 -0.191 -0.638 0.022
H 3.107 -1.162 0.077 0.131 0.257 0.373 0.070
H 4.899 0.248 -1.025 0.808 -0.521 -0.246 0.377
H 4.131 -0.450 -3.360 0.478 0.306 -0.416 -0.050
H 2.447 0.593 -1.795 0.429 0.109 -0.514 -0.030
H 2.292 -3.340 -2.232 -0.220 0.330 -0.197 0.485
H 1.826 -2.185 -3.522 0.192 0.033 0.273 0.157
H 0.850 -2.053 -0.764 -0.258 0.059 0.165 0.361
H 0.046 -2.710 -2.011 -0.226 0.099 0.227 0.234
C -1.301 -5.504 1.877 0.104 -0.033 0.021 -0.596
C -1.119 -5.238 3.375 -0.068 -0.049 0.016 -0.600
C -0.365 -3.911 3.517 0.009 -0.344 0.397 -0.688
S -0.775 -2.946 2.063 0.070 0.115 -0.250 1.029
O 0.419 -2.769 1.280 -0.300 0.130 0.301 -0.654
O -1.611 -1.831 2.448 0.208 -0.006 -0.046 -0.603
C -1.788 -4.190 1.278 -0.193 -0.364 -0.088 -0.665
H -2.007 -6.314 1.692 0.012 0.019 -0.008 0.356
H -0.342 -5.783 1.432 -0.033 0.029 -0.030 0.319
H -2.099 -5.158 3.852 0.014 0.012 -0.029 0.292
H -0.581 -6.049 3.867 -0.004 0.030 -0.001 0.308
H -0.667 -3.363 4.406 0.063 0.130 -0.087 0.318
H 0.714 -4.060 3.522 -0.008 0.104 -0.122 0.379
H -1.665 -4.134 0.199 0.063 0.177 0.032 0.379
H -2.826 -3.992 1.549 0.025 0.056 -0.008 0.341
C -5.818 1.050 4.166 0.073 -0.052 0.103 -0.709
C -4.364 0.838 3.735 0.069 0.054 -0.049 0.053
C -4.338 -0.356 2.774 0.273 0.135 0.234 -0.659
S -5.946 -0.395 1.988 0.243 0.267 0.008 1.195
O -6.634 -1.602 2.391 -0.038 0.004 -0.242 -0.682
O -5.817 -0.027 0.596 -0.226 -0.295 0.058 -0.695
C -6.643 0.981 2.889 -0.183 0.239 0.274 -0.676
H -5.954 2.003 4.677 0.013 0.010 -0.051 0.350
H -6.121 0.253 4.851 -0.046 0.014 -0.032 0.383
H -4.005 1.729 3.220 -0.061 -0.161 0.113 -0.285
H -3.711 0.668 4.591 0.017 -0.040 -0.055 0.398
H -3.569 -0.248 2.014 -0.064 -0.173 -0.052 0.418
H -4.201 -1.297 3.303 -0.063 -0.045 -0.119 0.229
H -7.703 0.806 3.066 0.013 -0.115 -0.139 0.422
H -6.505 1.876 2.284 0.051 -0.031 -0.011 0.278
C 5.472 3.999 2.957 0.019 -0.031 0.032 -0.553
C 6.939 3.796 2.561 0.029 0.040 0.026 -0.622
C 6.988 2.634 1.563 0.427 0.157 0.306 -0.691
S 5.401 2.623 0.727 -0.314 -0.325 -0.397 1.130
O 4.708 1.412 1.082 0.206 0.556 0.167 -0.551
O 5.582 3.040 -0.642 -0.043 -0.070 0.257 -0.655
C 4.684 3.974 1.652 -0.052 0.312 0.351 -0.759
H 5.324 4.935 3.497 -0.002 -0.024 0.004 0.333
H 5.148 3.181 3.604 -0.033 0.018 -0.032 0.294
H 7.317 4.706 2.087 -0.030 -0.017 -0.002 0.284
H 7.568 3.595 3.430 -0.001 0.009 -0.026 0.310
H 7.777 2.763 0.826 -0.100 -0.114 -0.093 0.375
H 7.105 1.676 2.067 -0.113 -0.033 -0.084 0.369
H 3.620 3.796 1.792 0.015 -0.120 -0.147 0.386
H 4.840 4.888 1.079 -0.002 -0.046 -0.039 0.347
C 0.667 -2.374 -6.239 0.044 -0.075 0.034 -0.639
C 2.127 -2.595 -6.646 0.041 0.090 0.049 -0.543
C 2.160 -3.786 -7.611 0.371 0.092 0.250 -0.645
S 0.565 -3.812 -8.427 0.072 0.237 0.024 1.153
O -0.135 -5.016 -8.041 0.013 0.030 -0.280 -0.663
O 0.728 -3.445 -9.817 -0.160 -0.301 0.035 -0.680
C -0.137 -2.434 -7.534 -0.092 0.238 0.304 -0.799
H 0.531 -1.423 -5.726 0.003 -0.043 0.033 0.473
H 0.348 -3.171 -5.563 -0.025 0.047 0.007 0.308
H 2.502 -1.702 -7.151 -0.014 -0.020 0.013 0.294
H 2.764 -2.772 -5.780 -0.014 0.032 -0.014 0.272
H 2.941 -3.682 -8.361 -0.107 -0.112 -0.093 0.345
H 2.279 -4.729 -7.080 -0.117 -0.023 -0.060 0.368
H -1.200 -2.602 -7.377 0.012 -0.104 -0.136 0.406
H 0.017 -1.538 -8.136 0.006 -0.060 -0.056 0.376
C -4.617 6.171 0.626 -0.060 0.037 0.083 -0.576
C -3.942 7.068 1.669 0.022 0.049 -0.076 -0.593
C -3.793 6.246 2.954 -0.050 0.500 0.033 -0.718
S -3.675 4.533 2.439 0.394 0.128 -0.269 1.208
O -4.841 3.832 2.925 0.074 0.042 0.083 -0.616
O -2.339 4.050 2.681 -0.393 -0.157 0.197 -0.735
C -3.885 4.835 0.692 -0.176 0.150 -0.340 -0.729
H -4.569 6.603 -0.373 -0.004 -0.026 0.013 0.359
H -5.670 6.033 0.884 0.019 -0.026 -0.035 0.289
H -2.956 7.368 1.308 -0.018 -0.032 0.006 0.297
H -4.514 7.979 1.850 0.024 -0.017 0.015 0.314
H -2.896 6.513 3.508 -0.018 -0.169 0.066 0.342
H -4.668 6.342 3.597 0.011 -0.127 -0.009 0.367
H -4.439 4.014 0.241 0.081 -0.103 0.122 0.377
H -2.892 4.906 0.248 0.017 -0.069 0.067 0.390
```
Forces are in eV/Å.

Calculated values
Calculated total energy = -4081.5796 hartree
Total charge = -1



No. 2
Here is C12H14AgNO5SSe2 as an isolated structure at a distorted geometry from OMol25. Energies are from ωB97M-V with the def2-TZVPD basis set.

XYZ file:
```
36
Properties=species:S:1:pos:R:3:forces:R:3:mulliken_charge:R:1
Ag 0.179 -0.062 -0.250 1.053 -0.027 0.651 0.134
O 4.000 -0.304 4.031 -0.011 -0.077 -0.235 -0.605
C 4.050 -0.958 2.748 0.068 0.106 0.186 -1.088
C 3.711 -0.023 1.573 -0.078 -0.085 -0.049 2.107
C 4.938 0.815 1.223 0.053 0.138 0.189 -0.847
O 5.448 1.578 2.333 -0.047 -0.099 -0.115 -0.596
C 3.363 -0.944 0.389 0.019 -0.048 0.197 -1.740
Se 2.593 -0.134 -1.225 -0.133 0.103 -0.177 -0.597
C 2.549 0.905 1.944 0.148 -0.028 -0.118 -1.960
Se 0.924 -0.016 2.578 -0.148 0.031 -0.198 -0.599
H 3.051 -0.103 4.138 0.018 0.004 0.051 0.359
H 3.350 -1.794 2.747 -0.026 -0.017 0.029 0.412
H 5.069 -1.344 2.643 -0.002 -0.017 -0.013 0.392
H 4.689 1.510 0.419 0.001 0.018 -0.008 0.371
H 5.731 0.147 0.861 0.035 -0.016 -0.018 0.343
H 5.090 1.171 3.136 -0.017 -0.002 -0.006 0.439
H 2.635 -1.665 0.755 -0.003 -0.031 -0.042 0.525
H 4.261 -1.493 0.088 0.007 0.005 0.013 0.411
H 2.313 1.481 1.051 -0.074 0.019 0.022 0.670
H 2.877 1.609 2.707 -0.017 0.028 0.038 0.432
O -2.487 0.234 -4.637 0.007 0.014 -0.145 -0.712
C -2.693 0.126 -3.439 0.461 -0.034 0.518 0.274
N -1.758 0.066 -2.440 -0.534 0.038 -0.691 -0.358
S -2.417 -0.071 -1.007 -0.573 -0.015 0.021 1.577
O -2.201 1.097 -0.171 0.060 -0.154 -0.115 -0.641
O -2.144 -1.350 -0.373 0.037 0.148 -0.077 -0.654
C -4.104 -0.070 -1.527 -0.421 -0.020 0.321 0.246
C -5.266 -0.155 -0.781 -0.031 0.001 -0.145 -0.729
C -6.470 -0.124 -1.475 0.014 0.005 -0.073 -0.388
C -6.491 -0.008 -2.867 0.064 -0.002 0.052 -0.416
C -5.306 0.078 -3.591 -0.079 -0.007 0.011 -0.491
C -4.112 0.044 -2.895 0.152 0.016 -0.052 0.135
H -5.237 -0.244 0.298 0.029 0.005 -0.013 0.424
H -7.405 -0.189 -0.929 0.002 0.003 -0.019 0.355
H -7.443 0.016 -3.384 0.000 -0.001 0.001 0.350
H -5.288 0.170 -4.670 -0.033 -0.002 0.009 0.468
```
Forces are in eV/Å.

Calculated values
Calculated total energy = -6244.7160 hartree
Total charge = -2



no.,frontier orbital gap (eV)
1,5.417
2,5.348